Entry 1:
{
  "formula": "C36H32ClN4O11",
  "method": "the ωB97M-V functional and the def2-TZVPD basis",
  "homo_lumo_gap_ev": 7.096,
  "spin_multiplicity": 1,
  "homo_energy_ha": -0.405,
  "charge": 1,
  "symbols": ["C", "O", "C", "C", "C", "N", "Cl", "C", "N", "C", "N", "N", "H", "H", "H", "H", "H", "H", "H", "H", "H", "H", "H", "H", "C", "C", "C", "O", "C", "C", "C", "O", "H", "H", "H", "H", "C", "C", "C", "O", "C", "C", "C", "O", "H", "H", "H", "H", "C", "C", "C", "O", "C", "C", "C", "O", "H", "H", "H", "H", "C", "C", "C", "O", "C", "C", "C", "O", "H", "H", "H", "H", "C", "C", "C", "O", "C", "C", "C", "O", "H", "H", "H", "H"],
  "coordinates": [[2.181, 0.781, -5.150], [2.885, 2.006, -5.035], [2.371, 3.023, -5.885], [1.391, 3.992, -5.127], [-0.081, 3.838, -5.678], [-1.075, 3.876, -4.585], [-0.899, 4.861, -3.209], [-2.161, 3.114, -4.656], [-3.135, 3.113, -3.658], [-4.056, 2.221, -4.083], [-3.728, 1.685, -5.289], [-2.550, 2.251, -5.630], [2.291, 0.238, -4.186], [1.093, 0.895, -5.343], [2.612, 0.102, -5.922], [1.868, 2.509, -6.740], [3.186, 3.630, -6.321], [1.375, 3.635, -4.074], [1.720, 5.046, -5.159], [-0.299, 4.579, -6.477], [-0.122, 2.808, -6.096], [-4.972, 1.944, -3.552], [-4.186, 1.006, -5.886], [-2.058, 2.063, -6.494], [3.685, 7.780, 0.402], [3.595, 8.214, -0.853], [2.618, 7.629, -1.799], [2.535, 8.020, -2.947], [1.745, 6.545, -1.297], [1.832, 6.109, -0.043], [2.810, 6.695, 0.906], [2.890, 6.300, 2.049], [4.393, 8.195, 1.109], [4.225, 9.006, -1.239], [1.039, 6.138, -2.012], [1.204, 5.317, 0.341], [-0.196, -0.167, 0.268], [0.603, 0.894, 0.365], [0.519, 2.006, -0.612], [1.243, 2.976, -0.535], [-0.486, 1.895, -1.695], [-1.282, 0.833, -1.788], [-1.199, -0.280, -0.814], [-1.933, -1.243, -0.908], [-0.150, -0.988, 0.972], [1.338, 0.991, 1.150], [-0.532, 2.721, -2.399], [-2.022, 0.730, -2.572], [-5.109, -4.864, 2.693], [-5.592, -4.618, 1.476], [-4.786, -3.895, 0.463], [-5.226, -3.667, -0.646], [-3.425, -3.459, 0.854], [-2.944, -3.706, 2.071], [-3.748, -4.428, 3.083], [-3.307, -4.654, 4.192], [-5.682, -5.389, 3.447], [-6.583, -4.929, 1.173], [-2.850, -2.933, 0.101], [-1.953, -3.395, 2.376], [-1.523, -8.022, 8.381], [-0.714, -6.971, 8.492], [-0.784, -5.844, 7.532], [-0.045, -4.886, 7.631], [-1.789, -5.930, 6.447], [-2.598, -6.981, 6.337], [-2.529, -8.109, 7.295], [-3.268, -9.067, 7.197], [-1.487, -8.856, 9.071], [0.026, -6.890, 9.278], [-1.828, -5.100, 5.758], [-3.338, -7.061, 5.551], [5.175, -2.075, 3.245], [4.229, -1.142, 3.325], [3.063, -1.151, 2.414], [2.199, -0.295, 2.488], [2.985, -2.238, 1.411], [3.930, -3.172, 1.330], [5.099, -3.164, 2.242], [5.957, -4.015, 2.169], [6.035, -2.085, 3.902], [4.266, -0.340, 4.051], [2.124, -2.228, 0.754], [3.891, -3.974, 0.603]]
}



Entry 2:
{
  "formula": "C36H32CrN5O2S5SeSi",
  "method": "the ωB97M-V functional and the def2-TZVPD basis",
  "homo_lumo_gap_ev": [5.053, 6.153],
  "spin_multiplicity": 5,
  "homo_energy_ha": [-0.134, -0.181],
  "s2": 6.077,
  "charge": -1,
  "symbols": ["Cr", "S", "C", "S", "C", "C", "S", "S", "S", "N", "C", "C", "C", "C", "N", "C", "C", "H", "H", "H", "H", "Se", "N", "C", "C", "C", "C", "N", "C", "N", "H", "H", "H", "O", "Si", "C", "C", "C", "C", "C", "C", "C", "C", "C", "C", "C", "C", "C", "C", "C", "C", "C", "C", "H", "H", "H", "H", "H", "H", "H", "H", "H", "H", "H", "H", "H", "H", "H", "C", "C", "O", "C", "C", "H", "H", "H", "H", "H", "H", "H", "H", "H", "H"],
  "coordinates": [[-0.271, -1.117, -1.798], [-0.146, -2.092, -9.008], [-0.244, -1.851, -7.379], [0.188, -0.372, -6.602], [-0.193, -0.841, -4.963], [-0.669, -2.093, -4.806], [-1.155, -2.745, -3.264], [-0.824, -3.036, -6.267], [-0.009, 0.286, -3.649], [6.763, -3.275, -1.102], [5.670, -2.943, -1.220], [4.299, -2.523, -1.370], [3.825, -1.419, -0.677], [2.505, -1.056, -0.850], [1.683, -1.718, -1.667], [2.139, -2.781, -2.335], [3.443, -3.218, -2.214], [4.459, -0.849, -0.014], [2.079, -0.221, -0.319], [1.426, -3.288, -2.969], [3.778, -4.084, -2.764], [1.181, -4.776, 1.624], [-0.555, -5.025, 2.048], [-1.242, -4.132, 1.344], [-2.640, -3.999, 1.355], [-3.216, -3.011, 0.562], [-2.422, -2.209, -0.227], [-1.074, -2.315, -0.307], [-0.458, -3.239, 0.481], [0.848, -3.407, 0.492], [-3.234, -4.661, 1.971], [-4.287, -2.865, 0.543], [-2.874, -1.460, -0.869], [-0.164, 0.383, -0.640], [0.157, 1.941, -0.402], [-0.851, 3.069, -1.508], [-0.422, 4.363, -1.815], [-1.196, 5.212, -2.595], [-2.418, 4.777, -3.088], [-2.862, 3.495, -2.796], [-2.084, 2.654, -2.013], [-0.183, 2.351, 1.398], [-0.547, 1.339, 2.287], [-0.759, 1.617, 3.634], [-0.616, 2.912, 4.110], [-0.265, 3.934, 3.236], [-0.051, 3.651, 1.896], [1.985, 2.318, -0.698], [2.887, 2.355, 0.370], [4.254, 2.490, 0.159], [4.746, 2.594, -1.135], [3.868, 2.568, -2.210], [2.504, 2.434, -1.991], [0.540, 4.710, -1.453], [-0.841, 6.209, -2.826], [-3.020, 5.433, -3.705], [-3.810, 3.147, -3.188], [-2.433, 1.649, -1.802], [-0.672, 0.323, 1.932], [-1.048, 0.816, 4.301], [-0.782, 3.128, 5.159], [-0.159, 4.949, 3.602], [0.225, 4.458, 1.224], [2.512, 2.274, 1.386], [4.934, 2.517, 1.002], [5.811, 2.696, -1.305], [4.247, 2.647, -3.222], [1.833, 2.398, -2.842], [-3.884, -0.065, 4.334], [-3.418, -1.083, 3.305], [-2.028, -1.335, 3.354], [-1.646, -2.257, 4.356], [-0.137, -2.330, 4.369], [-4.962, 0.081, 4.243], [-3.390, 0.893, 4.173], [-3.677, -0.394, 5.354], [-3.618, -0.716, 2.297], [-3.966, -2.028, 3.422], [-2.072, -3.242, 4.124], [-2.031, -1.945, 5.336], [0.232, -2.518, 3.360], [0.204, -3.144, 5.009], [0.301, -1.394, 4.720]]
}



Entry 3:
{
  "formula": "C36H32FNO3",
  "method": "the ωB97M-V functional and the def2-TZVPD basis",
  "homo_lumo_gap_ev": 8.393,
  "spin_multiplicity": 1,
  "homo_energy_ha": -0.331,
  "smiles": "Cc1cc2c(c(CC(=O)F)c1CN)C(=O)c1ccccc1C2=O.c1ccccc1.c1ccccc1.c1ccccc1",
  "symbols": ["C", "C", "C", "C", "C", "C", "C", "C", "O", "F", "C", "C", "N", "C", "O", "C", "C", "C", "C", "C", "C", "C", "O", "H", "H", "H", "H", "H", "H", "H", "H", "H", "H", "H", "H", "H", "H", "C", "C", "C", "C", "C", "C", "H", "H", "H", "H", "H", "H", "C", "C", "C", "C", "C", "C", "H", "H", "H", "H", "H", "H", "C", "C", "C", "C", "C", "C", "H", "H", "H", "H", "H", "H"],
  "coordinates": [[0.183, 1.612, 3.695], [0.209, 1.476, 2.174], [0.998, 2.377, 1.482], [1.012, 2.304, 0.115], [0.257, 1.358, -0.541], [-0.532, 0.449, 0.134], [-1.348, -0.535, -0.664], [-0.561, -1.786, -1.012], [0.365, -2.205, -0.374], [-0.939, -2.456, -2.132], [-0.546, 0.522, 1.523], [-1.440, -0.463, 2.271], [-2.862, -0.111, 1.969], [0.328, 1.413, -2.052], [0.370, 0.422, -2.755], [0.363, 2.819, -2.606], [-0.362, 3.157, -3.715], [-0.323, 4.472, -4.150], [0.445, 5.404, -3.505], [1.180, 5.067, -2.384], [1.119, 3.772, -1.944], [1.833, 3.270, -0.713], [2.970, 3.570, -0.418], [0.201, 0.648, 4.202], [0.990, 2.271, 4.018], [-0.747, 2.146, 3.940], [1.555, 3.121, 2.041], [-2.267, -0.840, -0.149], [-1.687, -0.124, -1.620], [-1.282, -1.485, 1.916], [-1.219, -0.355, 3.332], [-2.888, 0.701, 1.369], [-3.337, 0.074, 2.843], [-0.987, 2.456, -4.258], [-0.922, 4.746, -5.013], [0.464, 6.433, -3.849], [1.784, 5.805, -1.869], [-2.356, -5.120, -4.877], [-2.561, -6.259, -5.646], [-1.951, -7.454, -5.291], [-1.134, -7.510, -4.170], [-0.923, -6.370, -3.407], [-1.535, -5.174, -3.759], [-2.837, -4.189, -5.151], [-3.196, -6.214, -6.521], [-2.113, -8.343, -5.888], [-0.660, -8.443, -3.892], [-0.281, -6.412, -2.536], [-1.372, -4.287, -3.164], [8.529, 1.571, -1.726], [7.543, 0.599, -1.617], [6.239, 0.964, -1.314], [5.919, 2.301, -1.114], [6.907, 3.271, -1.214], [8.211, 2.907, -1.522], [9.545, 1.287, -1.969], [7.792, -0.443, -1.770], [5.469, 0.206, -1.232], [4.902, 2.586, -0.880], [6.659, 4.313, -1.053], [8.980, 3.665, -1.602], [-4.426, -2.074, 6.849], [-3.596, -1.199, 6.161], [-3.992, 0.115, 5.953], [-5.220, 0.554, 6.428], [-6.054, -0.323, 7.108], [-5.657, -1.636, 7.319], [-4.115, -3.097, 7.017], [-2.639, -1.543, 5.788], [-3.342, 0.799, 5.419], [-5.528, 1.580, 6.267], [-7.014, 0.018, 7.474], [-6.306, -2.319, 7.851]]
}